# C24H43N3O2PY

A structure of composition C24H43N3O2PY in a non-equilibrium geometry (ωB97M-V/def2-TZVPD, OMol25).

```
74
Properties=species:S:1:pos:R:3:forces:R:3
Y 1.0952 -1.0074 -0.3656 2.2307 -0.4274 1.2870
P -0.4312 2.0134 -0.1568 -0.9440 1.4997 0.1278
O 1.7676 -1.5578 1.9864 0.0911 0.1073 -0.4730
O 3.6085 -0.8529 -0.1807 -0.4710 -0.0728 0.1118
N 0.0560 -2.9981 -0.3641 -1.1700 -1.6557 0.0325
N 1.7793 -1.1355 -3.8951 0.0307 -0.0703 0.0446
N 0.6160 0.8492 -0.1064 -0.3123 0.3266 -0.1792
C -0.5474 -3.9858 -0.3311 0.7238 1.2009 -0.0407
C -1.2655 -5.1699 -0.2826 -0.7939 -1.2837 0.0502
C 1.5891 -1.2154 -2.7648 0.1131 0.1710 -1.0217
C -1.5421 3.7683 1.8894 0.0445 -0.0508 -0.0628
C -1.9784 -5.6036 -1.4128 0.1419 0.1402 0.1298
C -1.9948 -7.1049 0.9397 0.0368 0.0118 0.0593
C -1.2814 -5.9247 0.9021 0.0235 0.1333 -0.1766
C -0.9403 2.3875 1.6625 0.2041 -0.1466 -0.5550
C -2.6868 -7.5405 -0.1841 0.0913 0.1498 -0.0063
C 3.0677 -0.9890 2.1990 0.4959 0.3150 -0.3568
C 1.2645 2.9464 -2.1929 -0.0368 -0.1484 -0.0119
C 0.4907 3.4875 -0.9842 -0.2826 -0.4445 0.2737
C 4.2881 0.3662 -0.5194 0.1109 0.3576 -0.2362
C -2.6836 -6.7873 -1.3519 -0.0045 0.0165 -0.0417
C -0.3776 4.6707 -1.3897 -0.0135 -0.0784 0.0236
C 1.5111 -2.7176 2.7816 -0.2412 -0.2526 0.1318
C 4.0301 -1.3921 1.0783 -0.2527 -0.2938 0.6055
C -3.1675 2.4688 -1.0327 0.0756 -0.0274 0.0843
C -1.5560 1.4974 -2.6615 0.0948 0.0091 0.0527
C -1.9388 1.3099 2.0910 0.0513 -0.0104 -0.1049
C 0.3040 2.1907 2.5326 0.0972 -0.0650 -0.0599
C 1.5269 3.9390 0.0465 -0.0311 -0.0618 0.0796
C -2.4105 0.0843 -0.8463 0.1965 0.0410 0.1075
C -1.9876 1.5158 -1.1946 0.6676 0.0052 0.2762
H -0.6449 0.9049 -2.7896 -0.0200 0.0767 -0.1284
H 2.2446 4.6115 -0.4214 0.0035 0.0442 -0.1070
H -2.8769 3.4977 -1.2181 -0.0274 0.1468 -0.0485
H -2.3977 3.9489 1.2465 -0.1491 0.0787 -0.0491
H -2.0752 1.3629 3.1707 0.0401 0.0197 0.0677
H -0.7375 -5.5771 1.7673 0.0334 -0.0115 0.0862
H 1.7519 -2.5192 3.8279 -0.0194 0.0513 -0.0931
H 2.0823 -3.5834 2.4356 0.0223 0.0792 -0.0256
H 0.0009 2.1258 3.5765 -0.0762 0.0306 0.0831
H 1.9514 -1.0647 -4.8833 0.0113 -0.0229 -0.0202
H 5.3590 0.2642 -0.3220 -0.1559 -0.0509 -0.0477
H -0.8142 4.5580 1.7315 0.0261 0.1147 -0.0183
H -3.6118 2.4098 -0.0445 -0.0609 0.0302 0.0998
H 0.8016 1.2571 2.2576 0.0138 0.1091 0.1466
H -1.5579 0.3137 1.8485 -0.1174 -0.0162 0.0647
H 2.0691 3.0771 0.4343 0.1112 0.0461 0.0870
H -2.9900 0.0300 0.0688 0.0803 -0.1048 0.0957
H -2.3451 1.0491 -3.2650 -0.0626 -0.0543 0.0014
H -2.0103 -7.6856 1.8492 -0.0059 -0.0637 0.0358
H -0.9712 5.0401 -0.5596 -0.0904 0.1106 0.0920
H 2.9358 0.1015 2.1957 0.0265 -0.1907 0.0889
H -2.9160 1.4553 1.6427 -0.0894 -0.0929 -0.0585
H -3.9407 2.2037 -1.7545 -0.0444 -0.0037 -0.0494
H 0.4446 -2.9240 2.7029 0.0605 -0.0254 -0.0005
H 0.2706 5.4814 -1.7226 0.0271 0.0698 -0.0222
H -3.2329 -7.1219 -2.2182 -0.0313 -0.0521 -0.0487
H 2.1078 3.6023 -2.4002 0.0661 0.1018 0.0079
H -1.5275 -0.5772 -0.7514 -0.3683 0.0781 -0.0499
H 1.0685 4.4821 0.8667 0.0239 0.0074 0.1283
H 5.0402 -1.0477 1.3202 -0.1024 -0.0722 -0.0856
H -1.3969 2.4998 -3.0425 0.1187 0.0550 -0.0932
H 1.6525 1.9452 -1.9819 0.0475 0.1482 -0.0903
H -3.0356 -0.3044 -1.6497 0.0159 -0.0634 -0.0627
H 1.0083 3.0106 2.4473 0.0975 0.0284 -0.0061
H 0.6574 2.9129 -3.0911 -0.0384 -0.0472 -0.0827
H -1.8786 3.8384 2.9241 -0.0388 0.0180 0.0541
H -3.2291 -8.4718 -0.1504 -0.0855 -0.0902 0.0160
H 3.4697 -1.3019 3.1663 -0.0980 0.0527 -0.0581
H -1.0425 4.4306 -2.2137 -0.1017 0.0010 -0.0902
H -1.9672 -5.0093 -2.3144 -0.0164 0.0071 -0.0723
H 4.0459 -2.4833 0.9661 0.0549 0.1678 0.0308
H 4.1452 0.5299 -1.5879 -0.0462 0.0242 0.1076
H 3.8867 1.2171 0.0402 -0.0022 -0.1306 -0.0363
```
Forces are in eV/Å.

Values from the calculation:
Kohn-Sham gap in Eh: 0.29806
Charge: +2
Lowest unoccupied orbital energy in eV: -5.778

***

# C8H20S2

A cluster of 2 separate species, C8H20S2 in total (ωB97M-V/def2-TZVPD, OMol25).

```
30
Properties=species:S:1:pos:R:3:forces:R:3
S 1.2145 -0.9205 -1.2840 0.0830 0.0479 0.0433
S -1.2109 0.9196 1.2828 -0.0883 -0.0465 -0.0408
C 1.1431 1.4139 -2.7035 0.0225 0.0594 -0.1594
C 1.7766 -1.2616 0.4021 0.1974 0.2833 0.3890
C -1.1417 -1.4149 2.7022 -0.0221 -0.0599 0.1607
C 1.6027 -2.7429 0.7154 0.0477 -0.1637 0.0235
C -1.6007 2.7431 -0.7152 -0.0476 0.1649 -0.0235
C -1.5441 -0.8582 1.3417 -0.1928 -0.3512 -0.3309
C 1.5422 0.8584 -1.3415 0.1903 0.3526 0.3313
C -1.7782 1.2623 -0.4012 -0.1996 -0.2833 -0.3878
H -1.1978 0.6391 -1.1084 -0.2824 0.2358 0.3796
H 1.7197 0.9222 -3.5050 -0.2568 0.2173 0.2501
H 0.0689 1.2462 -2.8892 0.4049 0.0959 -0.0147
H -0.9775 -1.3558 0.5312 -0.2868 0.2893 0.3356
H -2.6215 -1.0272 1.1519 0.4655 0.0903 0.1052
H -1.3436 -2.4986 2.7412 0.1047 0.4026 0.0373
H 2.8389 -0.9636 0.4927 -0.4579 -0.1484 -0.0603
H 2.6183 1.0308 -1.1477 -0.4644 -0.0919 -0.1071
H -0.5388 3.0303 -0.6347 -0.4149 -0.0181 -0.0457
H 0.5421 -3.0336 0.6308 0.4134 0.0201 0.0470
H -1.9457 2.9552 -1.7412 0.1517 -0.0245 0.3883
H 1.1915 -0.6403 1.1072 0.2876 -0.2353 -0.3812
H -1.7137 -0.9213 3.5059 0.2550 -0.2180 -0.2513
H 0.9710 1.3541 -0.5331 0.2924 -0.2905 -0.3359
H -2.1862 3.3597 -0.0127 0.2500 -0.1711 -0.2901
H -0.0663 -1.2507 2.8839 -0.4064 -0.0950 0.0169
H -2.8418 0.9678 -0.4877 0.4588 0.1468 0.0585
H 1.3417 2.4982 -2.7416 -0.1031 -0.4025 -0.0379
H 1.9445 -2.9540 1.7426 -0.1501 0.0238 -0.3887
H 2.1929 -3.3575 0.0150 -0.2516 0.1699 0.2891
```
Forces are in eV/Å.

Values from the calculation:
Kohn-Sham gap in Eh: 0.33728
Structure (SMILES): CCSCC.CCSCC
Charge: 0
Lowest unoccupied orbital energy in eV: 0.971

***

Looking at total energy for the records above, in order, we have -44470.360, -30291.132 eV.